(i)
A molecular structure, C3H7NS2. Source: the OMol25 dataset; level of theory: ωB97M-V/def2-TZVPD.

XYZ file:
```
13
C3H7NS2 ωB97M-V/def2-TZVPD
C -1.645 -0.417 -1.371
C 0.662 -0.426 -0.403
C 1.119 0.958 1.982
H -2.048 -0.226 -2.554
H -2.417 -1.314 -0.857
H -1.799 0.672 -0.681
H 0.173 -1.463 -2.186
H 0.409 0.882 3.143
H 1.638 2.073 1.912
H 1.882 0.040 2.040
N -0.230 -0.785 -1.422
S 2.437 -0.613 -0.468
S -0.182 0.620 0.865
```

**HOMO-LUMO gap**: 0.32442 Eh
**2S+1**: 1



(ii)
A single C3H7NS2 molecule. Source: the OMol25 dataset; level of theory: ωB97M-V/def2-TZVPD.

XYZ file:
```
13
C3H7NS2 ωB97M-V/def2-TZVPD
N -1.144 1.807 -0.285
C -0.253 1.149 0.566
C -0.245 -0.378 0.615
S -1.759 -1.005 -0.073
C 0.622 0.263 -0.345
S 2.253 -0.337 -0.003
H -2.212 1.549 0.218
H -1.223 1.427 -1.255
H 0.220 1.622 1.403
H 0.253 -0.963 1.471
H -1.007 -1.806 -1.121
H 0.316 0.227 -1.326
H 3.001 0.564 -1.205
```

**SMILES**: NC1[C@@H](S)[C@@H]1S
**HOMO-LUMO gap**: 0.33342 Eh
**2S+1**: 1



(iii)
2 unconnected molecules or ions with the total composition C3H7NS2. Source: the OMol25 dataset; level of theory: ωB97M-V/def2-TZVPD.

XYZ file:
```
13
C3H7NS2 ωB97M-V/def2-TZVPD
C -1.334 1.005 -0.501
C -1.282 -0.058 0.519
C 0.847 -1.432 -0.280
H -1.725 0.746 -1.641
H -0.122 1.181 -0.700
H -1.840 1.936 -0.151
H -2.252 0.006 0.867
H -0.608 0.474 1.237
H 1.440 -2.211 -0.861
H 3.342 0.566 1.669
N 1.300 -0.334 0.005
S -0.821 -1.609 -0.042
S 3.055 -0.270 -0.121
```

**HOMO-LUMO gap**: 0.28101 Eh
**2S+1**: 1



Which structure is most stable? (i), by 0.312 eV over the runner-up.



(i)
2 unconnected molecules or ions with the total composition C4H7NS. Source: the OMol25 dataset; level of theory: ωB97M-V/def2-TZVPD.

XYZ file:
```
13
C4H7NS ωB97M-V/def2-TZVPD
C -1.807 0.058 -0.207
C -3.088 -0.090 -0.552
C 3.494 -0.182 0.896
C -0.777 -0.281 0.597
N -0.462 0.101 -0.877
S 4.428 0.568 -0.143
H -3.834 -0.330 0.318
H -3.479 0.202 -1.574
H 3.841 -0.338 1.952
H 2.458 -0.498 0.911
H -0.392 0.417 1.332
H -0.253 1.075 -1.156
H -0.130 -0.702 -1.498
```

**HOMO-LUMO gap**: 0.25372 Eh
**2S+1**: 1



(ii)
A single C4H7NS molecule. Source: the OMol25 dataset; level of theory: ωB97M-V/def2-TZVPD.

XYZ file:
```
13
C4H7NS ωB97M-V/def2-TZVPD
C -1.574 1.159 -0.067
C -1.565 -0.124 0.162
C -0.483 -1.112 -0.149
C 0.795 -0.365 -0.411
N 1.674 -0.377 0.477
S 3.183 0.207 -0.120
H -2.348 1.850 0.302
H -0.641 1.679 -0.359
H -2.510 -0.630 0.368
H -0.718 -1.785 -0.942
H -0.277 -1.762 0.744
H 0.947 0.501 -1.114
H 3.517 0.760 1.109
```

**SMILES**: C=CC/C=N/S
**HOMO-LUMO gap**: 0.35674 Eh
**2S+1**: 1



Which structure is most stable? (ii), by 3.464 eV over the runner-up.



(i)
A single C4H7NS molecule. Source: the OMol25 dataset; level of theory: ωB97M-V/def2-TZVPD.

XYZ file:
```
13
C4H7NS ωB97M-V/def2-TZVPD
C 0.778 -1.143 0.492
C -0.546 -0.285 0.700
N -1.242 -0.071 -0.528
C -0.452 1.058 -0.981
C 0.171 1.007 0.505
S 1.189 2.059 1.311
H 0.962 -0.764 -0.655
H 0.735 -2.172 0.847
H 1.845 -0.667 1.083
H -1.230 -0.889 1.626
H -1.069 -0.771 -1.343
H -0.062 0.611 -2.021
H -1.078 2.027 -1.037
```

**SMILES**: C[C@@H]1NCC1=S
**HOMO-LUMO gap**: 0.29832 Eh
**2S+1**: 1



(ii)
A single C4H7NS molecule. Source: the OMol25 dataset; level of theory: ωB97M-V/def2-TZVPD.

XYZ file:
```
13
C4H7NS ωB97M-V/def2-TZVPD
C -0.780 -0.667 -1.242
C 0.419 -1.690 0.940
C 0.183 -0.246 1.027
C -0.099 1.525 -0.595
N -0.461 0.138 -0.285
S -0.955 -0.835 -2.873
H -0.402 -2.313 1.205
H 1.388 -2.001 0.846
H -0.389 0.069 1.870
H 1.076 0.378 1.179
H 0.953 1.543 -0.709
H -0.535 1.837 -1.543
H -0.398 2.263 0.180
```

**HOMO-LUMO gap (spin up / spin down)**: 0.32938 / 0.25814 Eh
**2S+1**: 1



Which structure is most stable? (ii), by 0.930 eV over the runner-up.



(i)
2 unconnected molecules or ions with the total composition C6H9Br. Source: the OMol25 dataset; level of theory: ωB97M-V/def2-TZVPD.

XYZ file:
```
16
C6H9Br ωB97M-V/def2-TZVPD
C 1.328 2.175 -0.207
C 1.438 0.938 -0.599
Br 2.880 -0.106 0.253
H 2.180 2.635 0.455
H 0.541 2.742 -0.710
H 0.827 0.392 -1.289
C 0.471 -2.601 -0.258
C -0.363 -1.467 -0.070
C -0.945 -0.531 0.429
C -1.584 0.747 0.767
H -0.191 -3.539 -0.368
H 0.917 -2.858 0.627
H 1.120 -2.332 -0.975
H -1.113 1.693 0.418
H -1.808 0.969 1.761
H -2.513 0.870 0.322
```

**SMILES**: C=CBr.CC#CC
**HOMO-LUMO gap**: 0.37619 Eh
**2S+1**: 1



(ii)
2 unconnected molecules or ions with the total composition C6H9Br. Source: the OMol25 dataset; level of theory: ωB97M-V/def2-TZVPD.

XYZ file:
```
16
C6H9Br ωB97M-V/def2-TZVPD
C -2.011 -1.205 1.092
C -2.231 -0.572 -0.269
C -1.282 -0.212 -1.161
Br -1.688 0.614 -2.767
H -0.907 -1.598 1.283
H -2.623 -1.902 1.539
H -2.071 -0.314 1.799
H -3.280 -0.370 -0.631
H -0.243 -0.406 -0.992
C 2.285 -0.229 -1.280
C 2.279 0.532 -0.379
C 2.306 1.512 0.699
H 2.274 -1.039 -1.946
H 1.765 1.226 1.608
H 2.116 2.581 0.488
H 3.312 1.383 0.915
```

**SMILES**: C/C=C/Br.C#CC
**HOMO-LUMO gap**: 0.36033 Eh
**2S+1**: 1



Which structure is most stable? (ii), by 0.323 eV over the runner-up.



(i)
A single C3H7NO molecule. Source: the OMol25 dataset; level of theory: ωB97M-V/def2-TZVPD.

XYZ file:
```
12
C3H7NO ωB97M-V/def2-TZVPD
C -1.730 0.135 1.405
C -0.776 0.767 0.729
O -0.625 0.712 -0.670
N 0.768 0.515 -1.107
C 1.421 -0.819 -0.829
H -1.944 0.393 2.530
H -2.563 -0.443 1.025
H -0.085 1.385 1.327
H 0.684 0.531 -2.114
H 1.446 -1.035 0.168
H 0.906 -1.593 -1.335
H 2.499 -0.547 -1.129
```

**SMILES**: C=CONC
**HOMO-LUMO gap**: 0.36931 Eh
**2S+1**: 1



(ii)
2 unconnected molecules or ions with the total composition C3H7NO. Source: the OMol25 dataset; level of theory: ωB97M-V/def2-TZVPD.

XYZ file:
```
12
C3H7NO ωB97M-V/def2-TZVPD
C -1.762 -0.503 0.137
N -0.644 -0.098 0.582
C 0.677 -0.765 0.046
O 0.445 -1.719 -0.691
C 1.733 -0.059 0.528
H -0.200 1.847 -1.751
H -2.697 -0.043 0.441
H -1.699 -1.331 -0.569
H -0.590 0.681 1.233
H 0.394 1.553 -1.409
H 2.738 -0.334 0.237
H 1.604 0.769 1.217
```

**HOMO-LUMO gap (spin up / spin down)**: 0.27286 / 0.27282 Eh
**2S+1**: 1



(iii)
A single C3H7NO molecule. Source: the OMol25 dataset; level of theory: ωB97M-V/def2-TZVPD.

XYZ file:
```
12
C3H7NO ωB97M-V/def2-TZVPD
C -0.099 -1.810 -0.444
N 0.428 -0.585 0.135
C 0.096 0.628 -0.420
C 0.025 1.779 0.562
O -0.200 0.755 -1.593
H -0.660 -1.535 -1.340
H -0.781 -2.284 0.272
H 0.679 -2.527 -0.725
H 0.567 -0.589 1.135
H -0.856 1.618 1.193
H -0.099 2.712 0.009
H 0.900 1.838 1.217
```

**SMILES**: CNC(C)=O
**HOMO-LUMO gap**: 0.38984 Eh
**2S+1**: 1



Which structure is most stable? (iii), by 3.239 eV over the runner-up.



(i)
2 unconnected molecules or ions with the total composition C3H7NO. Source: the OMol25 dataset; level of theory: ωB97M-V/def2-TZVPD.

XYZ file:
```
12
C3H7NO ωB97M-V/def2-TZVPD
C 1.664 -0.289 0.943
C 0.430 0.193 1.032
N -0.604 -0.262 0.268
C -0.791 -1.458 -0.243
H 1.771 -1.089 0.221
H 2.568 0.169 1.453
H 0.300 1.094 1.525
H -1.666 -1.568 -0.956
H -0.260 -2.404 0.144
O -0.805 2.044 -1.634
H -1.929 2.133 -1.864
H -0.678 1.436 -0.889
```

**SMILES**: C=CN=C.O
**HOMO-LUMO gap**: 0.34565 Eh
**2S+1**: 1



(ii)
2 unconnected molecules or ions with the total composition C3H7NO. Source: the OMol25 dataset; level of theory: ωB97M-V/def2-TZVPD.

XYZ file:
```
12
C3H7NO ωB97M-V/def2-TZVPD
C 1.285 0.019 1.111
C 0.343 0.001 0.146
N -0.690 0.981 -0.104
C -0.658 2.206 0.281
H 1.457 0.941 1.603
H 1.911 -0.745 1.503
H 0.162 -0.793 -0.599
H -1.311 2.961 -0.102
H 0.090 2.759 0.923
O -1.047 -3.181 -1.618
H -0.123 -2.925 -1.489
H -1.419 -2.225 -1.654
```

**SMILES**: C=CN=C.O
**HOMO-LUMO gap**: 0.36357 Eh
**2S+1**: 1



(iii)
A single C3H7NO molecule. Source: the OMol25 dataset; level of theory: ωB97M-V/def2-TZVPD.

XYZ file:
```
12
C3H7NO ωB97M-V/def2-TZVPD
C 1.189 0.035 0.509
C -0.305 -0.148 0.247
C -0.846 0.781 -0.829
N -0.483 -1.562 -0.216
O -0.439 -2.349 0.692
H 1.764 -0.092 -0.416
H 1.533 -0.702 1.240
H 1.385 1.037 0.902
H -0.859 -0.052 1.189
H -0.301 0.629 -1.768
H -0.731 1.828 -0.531
H -1.907 0.594 -1.020
```

**SMILES**: CC(C)N=O
**HOMO-LUMO gap**: 0.33654 Eh
**2S+1**: 1



(iv)
2 unconnected molecules or ions with the total composition C3H7NO. Source: the OMol25 dataset; level of theory: ωB97M-V/def2-TZVPD.

XYZ file:
```
12
C3H7NO ωB97M-V/def2-TZVPD
C 0.339 -1.960 -0.409
C 1.570 -1.142 -0.285
O 1.740 -0.074 0.169
H 0.643 -2.989 -0.074
H -0.079 -2.028 -1.417
H -0.577 -1.727 0.177
H 2.404 -1.661 -0.523
C -1.556 2.403 0.359
N -0.566 2.266 1.120
H -2.370 3.145 0.641
H -1.715 2.160 -0.660
H 0.168 1.606 0.903
```

**SMILES**: CC=O.C=N
**HOMO-LUMO gap**: 0.37730 Eh
**2S+1**: 1



Which structure is most stable? (iv), by 0.179 eV over the runner-up.